[1]
Density functional theory data (ωB97M-V/def2-TZVPD) for a molecular structure, C6H10N2 at a distorted geometry.

Summary:
Gap between HOMO and LUMO, eV: 8.987
Highest occupied orbital energy, eV: -8.53
E_LUMO, eV: 0.458

Geometry (Å):
1 C 0.750 -0.938 -0.386
2 C 1.147 0.464 -0.662
3 C 0.202 1.536 -0.030
4 C -1.108 1.421 0.104
5 C -1.346 -0.006 0.414
6 C -0.678 -0.848 -0.772
7 H 2.364 -0.588 1.070
8 H 0.381 -0.474 1.603
9 H 1.296 -1.499 -1.115
10 H 2.091 0.327 -0.007
11 H 1.593 0.651 -1.817
12 H 0.566 2.626 0.524
13 H -1.761 2.405 0.485
14 H -1.332 -0.339 1.467
15 H -2.217 -1.949 0.311
16 H -0.993 -0.429 -1.786
17 N 1.049 -1.290 0.881
18 N -2.003 -1.071 -0.282


[2]
Density functional theory data (ωB97M-V/def2-TZVPD) for 2 unconnected molecules or ions with the total composition C6H10N2 at a distorted geometry.

Summary:
Gap between HOMO and LUMO (spin up / spin down), eV: 7.592 / 7.402
Highest occupied orbital energy (spin up / spin down), eV: -7.45 / -7.93
E_LUMO (spin up / spin down), eV: 0.144 / -0.523

Geometry (Å):
1 C 1.515 -0.508 -0.956
2 C 1.230 1.093 0.765
3 N 0.685 0.545 -0.444
4 C -0.858 -1.082 0.691
5 C -0.352 -1.967 1.511
6 C -2.553 1.358 -1.374
7 N -1.219 -0.080 0.068
8 C -2.196 0.647 -0.328
9 H 1.059 -0.956 -1.839
10 H 2.501 -0.109 -1.240
11 H 1.323 0.336 1.570
12 H 1.716 -1.307 -0.214
13 H 0.606 1.914 1.121
14 H 2.244 1.485 0.591
15 H 0.073 -2.883 1.124
16 H -0.389 -1.835 2.585
17 H -3.544 1.782 -1.463
18 H -1.840 1.569 -2.170


[3]
Density functional theory data (ωB97M-V/def2-TZVPD) for C6H10N2O in the gas phase at a distorted geometry.

Summary:
Gap between HOMO and LUMO, eV: 10.253
SMILES: [H]/N=C1/C[C@H](OC)[C@H]2CN12
Highest occupied orbital energy, eV: -9.41
E_LUMO, eV: 0.846

Geometry (Å):
1 H 0.738 1.921 -2.723
2 N 0.575 0.827 -2.539
3 C 0.608 0.528 -1.287
4 C -0.090 -0.684 -0.685
5 C -0.337 -0.448 0.863
6 O -1.726 -0.355 1.224
7 C -2.329 -1.750 0.846
8 C 0.683 0.722 1.041
9 C 2.039 0.481 0.598
10 N 1.073 1.384 -0.304
11 H 0.440 -1.564 -0.896
12 H -1.093 -0.775 -1.030
13 H 0.289 -1.171 1.401
14 H -3.438 -1.772 1.376
15 H -1.710 -2.695 1.290
16 H -2.181 -1.644 -0.369
17 H 0.620 1.588 1.732
18 H 2.911 0.826 1.256
19 H 2.257 -0.445 -0.181


[4]
Density functional theory data (ωB97M-V/def2-TZVPD) for 2 unconnected molecules or ions with the total composition C6H10N2O at a distorted geometry.

Summary:
Gap between HOMO and LUMO, eV: 9.586
SMILES: C=N/C=C/C.CN=C=O
Highest occupied orbital energy, eV: -8.89
E_LUMO, eV: 0.695

Geometry (Å):
1 C -1.045 1.075 2.267
2 N -0.506 0.200 1.569
3 C -1.146 -0.906 1.164
4 C -0.790 -1.452 0.013
5 C -1.670 -2.425 -0.735
6 H -2.113 0.979 2.626
7 H -0.548 1.997 2.204
8 H -2.116 -1.161 1.627
9 H -0.082 -1.044 -0.603
10 H -2.395 -2.031 -1.421
11 H -2.245 -3.114 -0.220
12 H -0.896 -3.008 -1.207
13 C 3.242 2.251 -2.224
14 N 3.386 0.997 -1.524
15 C 2.769 0.018 -1.152
16 O 2.437 -1.083 -0.978
17 H 3.253 3.128 -1.621
18 H 4.192 2.403 -2.827
19 H 2.253 2.369 -2.714


[5]
Density functional theory data (ωB97M-V/def2-TZVPD) for C6H10N2O in the gas phase at a distorted geometry.

Summary:
Gap between HOMO and LUMO, eV: 8.910
SMILES: C/C=C1/N=CC[N@+]1(C)[O-]
Highest occupied orbital energy, eV: -8.47
E_LUMO, eV: 0.436

Geometry (Å):
1 C 1.565 -0.597 -2.087
2 C 1.637 0.110 -0.716
3 C 0.765 0.198 0.308
4 N 0.891 0.873 1.494
5 C -0.112 0.628 2.241
6 C -1.110 -0.349 1.679
7 N -0.618 -0.404 0.250
8 C -1.461 0.569 -0.482
9 O -0.674 -1.604 -0.354
10 H 2.319 -1.296 -1.951
11 H 1.824 0.204 -2.823
12 H 0.623 -0.879 -2.245
13 H 2.683 0.574 -0.693
14 H -0.282 1.125 3.243
15 H -1.029 -1.320 2.019
16 H -2.068 0.016 1.904
17 H -2.182 -0.128 -0.763
18 H -1.929 1.350 0.305
19 H -0.841 0.932 -1.329


[6]
Density functional theory data (ωB97M-V/def2-TZVPD) for 2 unconnected molecules or ions with the total composition C6H10N2O2 at a distorted geometry.

Summary:
Gap between HOMO and LUMO, eV: 10.175
SMILES: C[C@H]1C[C@@]1(C#N)NC=O.O
Highest occupied orbital energy, eV: -9.62
E_LUMO, eV: 0.553

Geometry (Å):
1 C -2.158 -1.281 -0.515
2 C -1.466 -0.050 0.014
3 C -0.593 -0.099 1.218
4 C 0.046 0.116 -0.143
5 C 0.542 1.454 -0.477
6 N 0.743 2.337 -1.256
7 N 0.778 -0.961 -0.722
8 C 1.886 -1.498 -0.163
9 O 2.401 -1.111 0.873
10 H -1.598 -2.195 -0.277
11 H -3.151 -1.365 -0.054
12 H -2.293 -1.223 -1.604
13 H -2.018 0.882 -0.121
14 H -0.605 0.735 1.920
15 H -0.388 -1.072 1.665
16 H 0.485 -1.311 -1.626
17 H 2.317 -2.312 -0.776
18 O 1.499 3.099 0.961
19 H 1.453 3.438 -0.148
20 H 2.121 2.416 1.232


[7]
Density functional theory data (ωB97M-V/def2-TZVPD) for a molecular structure, C6H10N2O2 at a distorted geometry.

Summary:
Gap between HOMO and LUMO, eV: 9.529
Highest occupied orbital energy, eV: -8.77
E_LUMO, eV: 0.758

Geometry (Å):
1 C 0.471 -1.060 1.034
2 C 1.434 -0.579 0.253
3 C -0.816 -0.335 0.784
4 C 0.883 0.475 -0.619
5 C -1.940 -1.241 0.282
6 C 1.736 1.653 -0.998
7 N -0.410 0.686 -0.177
8 N 0.787 -0.385 -2.246
9 O -0.319 -0.773 -2.524
10 O 1.803 -0.508 -2.878
11 H 0.559 -1.840 1.767
12 H 2.458 -0.903 0.206
13 H -1.151 0.171 1.703
14 H -1.655 -1.696 -0.663
15 H -2.848 -0.660 0.133
16 H -2.143 -2.022 1.010
17 H 2.525 1.330 -1.677
18 H 2.205 2.072 -0.107
19 H 1.139 2.424 -1.480
20 H -1.102 0.980 -0.848


[8]
Density functional theory data (ωB97M-V/def2-TZVPD) for 2 unconnected molecules or ions with the total composition C6H10N2O3 at a distorted geometry.

Summary:
Gap between HOMO and LUMO, eV: 9.326
Highest occupied orbital energy, eV: -8.63
E_LUMO, eV: 0.695

Geometry (Å):
1 C -0.840 -0.667 1.453
2 C 0.202 1.798 -2.677
3 C 0.224 -1.065 2.528
4 C 1.278 -1.772 1.684
5 C 1.237 -0.884 0.439
6 C -0.685 -0.266 -0.929
7 N -0.115 -0.548 0.330
8 N -1.086 2.114 -2.698
9 O -1.948 -0.281 1.777
10 O 1.003 2.338 -1.896
11 O -1.769 0.443 -0.952
12 H 0.570 -0.158 2.842
13 H 0.028 -1.719 3.373
14 H 2.214 -1.643 2.161
15 H 1.191 -2.825 1.591
16 H 1.817 0.008 0.757
17 H 1.548 -1.206 -0.515
18 H 0.477 0.922 -3.501
19 H -1.813 1.850 -3.399
20 H -1.274 3.038 -2.225
21 H -2.259 0.523 -0.140


Energy? In order: -9354.6252, -9357.2934, -11406.6010, -11408.9420, -11406.8746, -13456.7479, -13456.2423, -15504.0897 eV.